1.
DFT (wB97M-V/def2-TZVPD) results for a molecular structure, C7H11IN2 in a non-equilibrium geometry.

## Properties
LUMO level (spin up / spin down) (eV): -11.1 / -10.5
Orbital gap (spin up / spin down) (eV): 6.18 / 6.92
HOMO energy (spin up / spin down) (eV): -17.306 / -17.405

```
! wB97M-V def2-TZVPD RIJCOSX def2/J DEFGRID3
* xyz 2 1
C -0.380 2.272 -1.410
C -0.436 2.569 -0.052
C -0.012 0.216 -0.352
C -0.263 1.236 2.025
C 0.368 -2.085 -1.296
C -0.056 -1.711 1.162
C 0.062 -1.175 -0.168
N -0.273 0.901 -1.484
N -0.289 1.360 0.711
I 2.656 0.153 0.101
H -0.375 2.931 -2.293
H -0.747 3.469 0.452
H -0.149 0.292 2.481
H -0.538 1.976 2.744
H 1.132 -1.674 -2.074
H 0.660 -3.095 -1.059
H -0.469 -2.329 -1.861
H -0.218 -1.054 2.002
H -1.038 -2.405 1.171
H 0.777 -2.334 1.598
H -0.412 0.484 -2.398
*
```

Atom-resolved charges from natural (NBO), all expressed in e:
1. C 0.061
2. C -0.049
3. C 0.331
4. C 0.170
5. C -0.729
6. C -0.723
7. C 0.247
8. N -0.511
9. N -0.291
10. I 0.191
11. H 0.309
12. H 0.288
13. H 0.215
14. H 0.263
15. H 0.287
16. H 0.302
17. H 0.295
18. H 0.218
19. H 0.328
20. H 0.328
21. H 0.471

---

2.
DFT (wB97M-V/def2-TZVPD) results for a molecular structure, C7H11MgO5 in a non-equilibrium geometry.

## Properties
LUMO level (eV): -4.4
Orbital gap (eV): 8.30
HOMO energy (eV): -12.680

```
! wB97M-V def2-TZVPD RIJCOSX def2/J DEFGRID3
* xyz 1 1
O -0.323 -2.735 -0.598
C -1.293 -2.169 -0.152
C -1.637 -0.736 -0.546
O -0.703 -0.161 -1.338
C 0.121 -0.305 2.187
C 1.451 -0.608 1.519
O 1.881 0.559 0.806
C 3.274 0.558 0.501
H -1.941 -2.624 0.630
H -0.406 -1.230 2.450
H 0.275 0.306 3.084
H 2.192 -0.863 2.287
H 1.376 -1.441 0.806
H 3.518 1.529 0.058
H 3.852 0.427 1.425
H 3.505 -0.252 -0.204
O -0.653 0.494 1.303
C -1.900 0.139 0.746
C -2.425 1.450 0.212
O -1.634 2.278 -0.210
Mg 0.337 1.173 -0.411
H -2.579 -0.329 1.471
H -3.515 1.586 0.109
H -2.635 -0.842 -1.035
*
```

Atom-resolved charges from natural (NBO), all expressed in e:
1. O -0.482
2. C 0.398
3. C -0.010
4. O -1.000
5. C -0.086
6. C -0.116
7. O -0.658
8. C -0.263
9. H 0.115
10. H 0.218
11. H 0.215
12. H 0.217
13. H 0.225
14. H 0.207
15. H 0.210
16. H 0.206
17. O -0.632
18. C -0.047
19. C 0.469
20. O -0.611
21. Mg 1.830
22. H 0.227
23. H 0.178
24. H 0.189

---

3.
DFT (wB97M-V/def2-TZVPD) results for a single C7H11N molecule in a non-equilibrium geometry.

## Properties
LUMO level (eV): 0.8
Orbital gap (eV): 10.33
Structure (SMILES): [H]/N=C/C(C)(C)C#CC
HOMO energy (eV): -9.479

```
! wB97M-V def2-TZVPD RIJCOSX def2/J DEFGRID3
* xyz 0 1
C -2.072 -0.243 -0.039
C -0.908 -0.041 -0.301
C 1.184 -0.956 1.024
C -3.447 -0.680 -0.059
C 1.405 1.499 0.295
C 1.226 -0.206 -1.645
C 0.901 0.066 -0.145
N 2.178 -1.731 0.849
H 0.497 -1.011 1.855
H -4.270 0.064 0.251
H -3.697 -1.094 -1.044
H -3.470 -1.504 0.699
H 1.274 2.254 -0.528
H 2.469 1.310 0.404
H 0.861 1.728 1.137
H 1.208 -1.285 -1.840
H 2.309 0.015 -1.822
H 0.560 0.448 -2.161
H 2.256 -2.484 1.553
*
```

Atom-resolved charges from natural (NBO), all expressed in e:
1. C -0.068
2. C -0.070
3. C 0.124
4. C -0.689
5. C -0.618
6. C -0.628
7. C 0.020
8. N -0.622
9. H 0.178
10. H 0.234
11. H 0.238
12. H 0.234
13. H 0.217
14. H 0.221
15. H 0.216
16. H 0.232
17. H 0.207
18. H 0.230
19. H 0.344

---

Energy above the lowest of the compared OMol25 structures with the same formula, charge and spin (eV)
1.559, 0.000, 4.225